Record 1
This record from the OMol25 dataset describes 2 unconnected molecules or ions with the total composition C2H4O3P. The level of theory is wB97M-V/def2-TZVPD.

Last column: natural (NBO) charge in e.
Atoms and positions in Å:
P (0.006, -0.043, 0.097)  2.081
O (3.086, 0.010, -0.613)  -0.431
O (0.691, 0.220, 1.356)  -1.192
O (0.409, -1.180, -0.674)  -1.210
C (3.906, 0.622, -1.086)  0.428
C (-1.799, -0.071, 0.361)  -1.050
H (-2.526, 0.275, -0.329)  0.209
H (0.184, 0.993, -0.874)  -0.273
H (-1.961, -1.102, 0.374)  0.223
H (-1.997, 0.277, 1.389)  0.215

Force components x, y, z for each atom (eV/Å):
P -1.1 2.8 -0.7
O 0.8 0.5 -0.4
O 0.7 1.0 2.4
O 0.7 -4.2 -2.5
C -0.6 -0.4 0.3
C 0.5 0.6 1.7
H -0.3 0.9 -0.9
H -0.1 0.7 0.4
H -0.4 -2.0 0.2
H -0.1 0.2 -0.5

Results
Energy relative to the best compared isomer or geometry (same formula, charge and spin) = 95.51 kJ/mol
E_HOMO = -4.41 eV
Orbital gap = 8.8 eV
Charge = -1
Lowest unoccupied orbital energy = 4.36 eV

---

Record 2
This record from the OMol25 dataset describes a single C2H4O3S molecule. The level of theory is wB97M-V/def2-TZVPD.

Last column: natural (NBO) charge in e.
Atoms and positions in Å:
S (-2.478, -0.358, 1.160)  0.989
O (-1.067, -0.158, 0.379)  -0.627
O (-2.266, 0.110, 2.570)  -0.904
O (0.641, -0.151, -1.208)  -0.448
C (1.572, 0.266, -0.293)  -0.265
C (-0.616, -0.122, -0.823)  0.513
H (2.389, -0.512, -0.345)  0.196
H (1.222, 0.147, 0.686)  0.201
H (1.884, 1.228, -0.505)  0.193
H (-1.282, -0.450, -1.622)  0.152

Force components x, y, z for each atom (eV/Å):
S -2.0 0.1 2.0
O 3.4 0.7 -1.0
O 0.0 -0.4 -1.2
O -1.5 -0.2 -0.6
C 2.5 -3.0 0.7
C -2.3 -1.1 -1.0
H -0.3 1.3 -0.2
H -0.7 0.3 1.6
H 0.8 1.9 -0.3
H 0.0 0.3 0.1

Results
Energy relative to the best compared isomer or geometry (same formula, charge and spin) = 325.07 kJ/mol
E_HOMO (spin up / spin down) = -7.53 / -6.78 eV
Orbital gap (spin up / spin down) = 7.8 / 6.2 eV
Lowest unoccupied orbital energy (spin up / spin down) = 0.23 / -0.59 eV

---

Record 3
This record from the OMol25 dataset describes 2 unconnected molecules or ions with the total composition C2H4O4. The level of theory is wB97M-V/def2-TZVPD.

Last column: natural (NBO) charge in e.
Atoms and positions in Å:
O (-1.508, 0.011, 0.389)  -0.710
O (-1.706, 0.538, 2.566)  -0.560
O (1.212, -0.345, -2.640)  -0.574
O (1.298, -0.171, -0.385)  -0.696
C (1.813, -0.155, -1.624)  0.647
C (-1.048, 0.133, 1.656)  0.638
H (2.901, -0.005, -1.613)  0.112
H (-2.470, 0.122, 0.443)  0.506
H (0.338, -0.348, -0.510)  0.504
H (-0.008, -0.191, 1.748)  0.132

Force components x, y, z for each atom (eV/Å):
O 0.2 -0.3 0.3
O -0.1 -0.1 -0.1
O -0.4 0.1 0.2
O -0.6 -0.1 -0.5
C 0.7 -0.3 -0.2
C -0.1 0.1 0.3
H -0.1 0.2 0.3
H 0.0 0.2 -0.2
H 0.3 0.1 0.1
H 0.1 0.1 -0.2

Results
Structure (SMILES) = O=CO.O=CO
Energy relative to the best compared isomer or geometry (same formula, charge and spin) = 43.03 kJ/mol
E_HOMO = -10.98 eV
Orbital gap = 11.6 eV
Lowest unoccupied orbital energy = 0.59 eV

---

Record 4
This record from the OMol25 dataset describes 2 unconnected molecules or ions with the total composition C2H4O4. The level of theory is wB97M-V/def2-TZVPD.

Last column: natural (NBO) charge in e.
Atoms and positions in Å:
O (-2.475, -1.032, -0.764)  -0.506
O (1.315, 0.159, -0.838)  -0.292
O (1.027, 1.449, -0.501)  -0.450
O (-2.714, 0.695, 0.691)  -0.508
C (1.247, -0.605, 0.356)  -0.291
C (-2.604, -0.130, -0.084)  1.013
H (2.209, -1.358, 0.321)  0.205
H (0.262, 1.690, -0.993)  0.456
H (0.252, -1.016, 0.596)  0.175
H (1.482, 0.148, 1.216)  0.199

Force components x, y, z for each atom (eV/Å):
O 0.2 -1.8 -2.0
O 0.2 -2.4 -0.6
O 0.7 2.3 1.3
O -0.3 2.3 1.4
C 3.0 0.4 1.9
C 0.1 -0.5 0.6
H -2.9 1.5 0.0
H -1.2 0.1 -0.9
H 0.5 -0.3 -0.5
H -0.3 -1.5 -1.3

Results
Structure (SMILES) = O=C=O.COO
Energy relative to the best compared isomer or geometry (same formula, charge and spin) = 351.93 kJ/mol
E_HOMO = -10.04 eV
Orbital gap = 10.4 eV
Lowest unoccupied orbital energy = 0.36 eV

---

Record 5
This record from the OMol25 dataset describes a single C2H4O4S molecule. The level of theory is wB97M-V/def2-TZVPD.

Last column: natural (NBO) charge in e.
Atoms and positions in Å:
S (0.361, -1.681, -0.495)  1.390
O (-1.595, -1.132, -0.108)  -0.977
O (3.057, 0.089, -0.011)  -0.473
O (-0.248, 1.065, -0.541)  -0.707
O (0.790, -2.402, 0.643)  -0.831
C (2.009, 0.519, -0.357)  0.381
C (0.645, 0.211, 0.075)  -0.118
H (0.332, 0.085, 1.038)  0.217
H (1.978, 1.182, -1.201)  0.119
H (-1.147, 0.701, -0.489)  0.519
H (-2.187, -1.459, -0.919)  0.480

Force components x, y, z for each atom (eV/Å):
S -3.6 3.1 -0.5
O 0.6 -1.9 -3.2
O 1.1 -1.0 1.2
O 0.7 0.5 -0.8
O 0.7 -1.4 1.5
C 0.0 0.9 -0.9
C -1.7 -0.9 -2.4
H 0.1 -0.6 3.0
H -0.2 0.9 -0.9
H 0.2 -0.4 0.3
H 2.0 0.8 2.6

Results
Energy relative to the best compared isomer or geometry (same formula, charge and spin) = 254.60 kJ/mol
E_HOMO = -10.08 eV
Orbital gap = 9.2 eV
Lowest unoccupied orbital energy = -0.91 eV

---

Record 6
This record from the OMol25 dataset describes a single C2H4O4S molecule. The level of theory is wB97M-V/def2-TZVPD.

Last column: natural (NBO) charge in e.
Atoms and positions in Å:
S (-1.495, 0.718, 0.128)  2.307
O (-1.507, 1.915, -0.623)  -0.875
O (-2.294, 0.414, 1.247)  -0.922
O (-2.282, -1.680, -0.208)  -0.432
O (-1.932, -0.580, -1.005)  -0.437
C (0.197, 0.352, 0.448)  -0.540
C (0.986, 0.525, -0.632)  -0.261
H (-2.912, -1.278, 0.529)  0.478
H (0.441, 0.664, -1.538)  0.215
H (0.627, -0.028, 1.307)  0.244
H (2.105, 0.473, -0.606)  0.224

Force components x, y, z for each atom (eV/Å):
S 1.2 -2.6 -2.0
O -0.7 0.3 -0.3
O -1.0 0.5 1.4
O -1.6 0.1 2.0
O 0.3 2.5 1.3
C 1.0 0.7 -3.0
C 0.0 -0.4 1.4
H 1.6 -1.0 -2.1
H 0.4 0.6 -0.9
H 0.0 -0.4 2.2
H -1.3 -0.2 -0.1

Results
Structure (SMILES) = C=CS(=O)(=O)OO
Energy relative to the best compared isomer or geometry (same formula, charge and spin) = 423.62 kJ/mol
E_HOMO = -10.47 eV
Orbital gap = 10.5 eV
Lowest unoccupied orbital energy = 0.03 eV

---

Record 7
This record from the OMol25 dataset describes 2 unconnected molecules or ions with the total composition C2H4OS. The level of theory is wB97M-V/def2-TZVPD.

Last column: natural (NBO) charge in e.
Atoms and positions in Å:
S (1.803, -0.904, 0.013)  0.048
O (-2.232, -1.033, -0.107)  -0.504
C (-1.438, -0.154, 0.151)  0.426
C (0.704, 0.433, 0.171)  -0.613
H (0.665, 1.136, -0.646)  0.214
H (0.690, 0.849, 1.164)  0.217
H (-1.786, 0.818, 0.540)  0.086
H (1.593, -1.147, -1.286)  0.125

Force components x, y, z for each atom (eV/Å):
S 0.5 -0.2 0.1
O 2.9 1.5 0.3
C 0.0 -0.1 -0.1
C -3.1 -1.8 -0.5
H 0.0 0.2 0.0
H 0.0 0.2 0.2
H -0.3 0.2 0.1
H 0.0 0.0 0.0

Results
Energy relative to the best compared isomer or geometry (same formula, charge and spin) = 295.88 kJ/mol
E_HOMO = -8.01 eV
Orbital gap = 8.6 eV
Lowest unoccupied orbital energy = 0.62 eV

---

Record 8
This record from the OMol25 dataset describes 2 unconnected molecules or ions with the total composition C2H4OS. The level of theory is wB97M-V/def2-TZVPD.

Last column: natural (NBO) charge in e.
Atoms and positions in Å:
S (2.269, 0.281, 0.363)  0.184
O (0.567, -1.357, -0.216)  -0.548
C (0.736, -0.131, 0.108)  0.244
C (-0.413, 0.807, 0.165)  -0.739
H (-0.510, 1.866, 0.630)  0.256
H (-0.607, -2.625, -0.732)  0.101
H (-0.729, 0.953, -0.845)  0.253
H (-1.313, 0.206, 0.527)  0.247

Force components x, y, z for each atom (eV/Å):
S 2.2 0.2 0.3
O 0.7 0.8 0.3
C -2.2 -0.7 -0.3
C -3.1 0.3 1.0
H 1.2 -2.1 -0.4
H 0.0 0.5 0.1
H 0.0 0.2 -1.1
H 1.2 0.7 0.0

Results
Energy relative to the best compared isomer or geometry (same formula, charge and spin) = 458.92 kJ/mol
E_HOMO (spin up / spin down) = -8.75 / -10.18 eV
Orbital gap (spin up / spin down) = 6.1 / 10.3 eV
Lowest unoccupied orbital energy (spin up / spin down) = -2.69 / 0.14 eV

---

Record 9
This record from the OMol25 dataset describes a single C2H4OS molecule. The level of theory is wB97M-V/def2-TZVPD.

Last column: natural (NBO) charge in e.
Atoms and positions in Å:
S (-2.819, 0.362, 0.295)  -0.074
O (-0.350, -0.302, 0.636)  -0.479
C (-1.222, 0.239, -0.230)  0.078
C (1.035, -0.133, 0.225)  -0.262
H (1.534, -1.036, 0.348)  0.194
H (-0.869, 0.186, -1.210)  0.165
H (1.624, 0.563, 0.837)  0.201
H (1.066, 0.119, -0.901)  0.177

Force components x, y, z for each atom (eV/Å):
S 2.3 0.4 -1.3
O 1.3 1.3 -0.5
C -3.4 -1.9 3.6
C -0.5 1.1 -1.8
H 0.6 -1.9 0.2
H 0.4 0.8 -1.8
H -0.8 0.4 -0.2
H 0.1 -0.1 1.8

Results
Structure (SMILES) = COC=S
Energy relative to the best compared isomer or geometry (same formula, charge and spin) = 147.76 kJ/mol
E_HOMO = -8.85 eV
Orbital gap = 8.8 eV
Lowest unoccupied orbital energy = -0.02 eV

---

Record 10
This record from the OMol25 dataset describes a single C2H4OS molecule. The level of theory is wB97M-V/def2-TZVPD.

Last column: natural (NBO) charge in e.
Atoms and positions in Å:
S (-2.788, 0.566, 0.259)  -0.087
O (-0.273, 0.395, 0.615)  -0.482
C (1.077, -0.043, 0.177)  -0.288
C (-1.280, -0.039, -0.074)  0.055
H (1.896, 0.093, 0.956)  0.221
H (-1.088, -0.473, -1.102)  0.182
H (1.408, 0.632, -0.765)  0.200
H (1.049, -1.131, -0.066)  0.198

Force components x, y, z for each atom (eV/Å):
S 1.0 -1.1 -0.2
O 3.0 -0.7 0.7
C 0.9 0.9 -1.4
C -2.3 1.7 -1.9
H -1.7 0.1 -0.6
H 0.1 -0.2 1.4
H -0.9 -1.7 2.1
H 0.0 0.9 -0.1

Results
Structure (SMILES) = COC=S
Energy relative to the best compared isomer or geometry (same formula, charge and spin) = 150.11 kJ/mol
E_HOMO = -8.69 eV
Orbital gap = 8.9 eV
Lowest unoccupied orbital energy = 0.24 eV